Computed, not measured: the molecule C4H5P, with ωB97M-V/def2-TZVPD.

LUMO level (spin up / spin down) ... -0.0312 / -0.0306 Ha
Energy ... -13511.618 eV
HOMO-LUMO gap (spin up / spin down) ... 7.50 / 7.08 eV
F_max ... 4.5 eV/A
HOMO energy (spin up / spin down) ... -8.35 / -7.91 eV

Geometry (Å):
H1 0.835 -3.012 2.038
H2 1.096 0.964 -1.405
C1 -0.027 1.677 0.055
C2 0.027 0.288 0.427
C3 0.589 1.865 -1.155
H3 1.668 -3.033 0.481
H4 0.593 2.859 -1.666
P1 0.991 -0.766 1.157
C4 0.827 -2.452 0.984
H5 -0.509 2.340 0.715

Forces on the atoms, in the same order (eV/Å):
H -0.530 1.397 -1.990
H 0.540 -0.076 -1.334
C 1.051 -2.520 -1.076
C -0.103 1.028 0.362
C -1.008 2.049 1.373
H -1.139 1.136 -0.065
H 0.242 -1.270 0.287
P 0.239 0.869 0.084
C 1.410 -3.651 2.157
H -0.701 1.040 0.202

Atom charges from the natural (NBO) analysis, given in e for atoms 1 to 4: number 1, H, carries 0.2202; number 2, H, carries 0.2100; number 3, C, carries -0.2892; number 4, C, carries -0.4216

=====

Computed, not measured: a cluster of 3 separate species, C4H16N2O2 in total, with ωB97M-V/def2-TZVPD.

LUMO level ... 0.0261 Ha
Energy ... -11482.094 eV
HOMO-LUMO gap ... 9.34 eV
F_max ... 1.9 eV/A
HOMO energy ... -8.63 eV

Geometry (Å):
C1 0.941 0.953 2.315
H1 -1.126 -0.744 1.567
O1 2.624 -1.164 -0.348
H2 -0.407 -2.130 0.033
H3 0.252 1.524 2.956
N1 -0.238 -1.873 -0.924
H4 0.154 1.721 -2.842
H5 -0.083 -0.031 -1.759
H6 1.365 0.120 2.870
H7 1.764 1.662 2.251
C2 -1.044 0.231 1.069
O2 0.188 2.344 -2.104
H8 -0.431 -2.598 -1.595
H9 0.903 0.205 0.371
H10 -2.699 -0.208 -0.225
H11 0.153 1.851 -1.266
C3 -1.651 0.146 -0.341
H12 1.883 -1.745 -0.628
N2 0.331 0.702 1.039
H13 3.099 -1.735 0.294
C4 -0.902 -0.653 -1.362
H14 -1.574 -0.740 -2.240
H15 -1.819 1.176 -0.657
H16 -1.684 0.987 1.525

Forces on the atoms, in the same order (eV/Å):
C 0.243 1.177 0.429
H -0.279 0.053 0.319
O 0.074 -1.165 0.573
H -0.457 -0.300 0.010
H -0.143 -0.561 -0.103
N -0.110 -0.084 -0.505
H 0.037 0.045 0.492
H -0.267 -0.025 0.136
H -0.323 -0.619 0.090
H 0.266 0.004 -0.521
C 0.286 -0.014 -0.882
O -0.026 0.216 0.007
H -0.029 -0.498 0.457
H 0.274 -0.218 0.335
H 0.594 -0.247 0.028
H 0.137 0.114 -0.433
C -1.137 0.044 1.206
H 0.068 0.595 -0.050
N -0.643 0.477 -0.492
H -0.256 0.703 -0.555
C 0.806 1.188 -1.247
H 0.306 -0.659 0.428
H 0.380 0.015 -0.460
H 0.198 -0.243 0.738

Atom charges from the natural (NBO) analysis, given in e for atoms 1 to 4: number 1, C, carries -0.4102; number 2, H, carries 0.1469; number 3, O, carries -0.9642; number 4, H, carries 0.3734

=====

Computed, not measured: the molecule C11H19FO5, with ωB97M-V/def2-TZVPD.

LUMO level ... 0.0214 Ha
Energy ... -24666.469 eV
HOMO-LUMO gap ... 10.73 eV
F_max ... 4.2 eV/A
HOMO energy ... -10.15 eV

Geometry (Å):
O1 1.253 3.021 -1.693
H1 2.207 0.866 0.750
H2 -2.397 1.019 1.839
O2 -3.128 0.173 -0.158
C1 -2.642 0.758 -1.358
H3 -0.151 1.337 -0.328
C2 -1.253 -1.174 -0.689
C3 -0.249 1.740 0.740
C4 -1.683 0.116 1.749
C5 0.606 -2.764 0.429
C6 -1.625 -0.293 -1.997
F1 0.808 -1.807 -1.821
H4 -0.695 0.281 -2.311
O3 -2.871 1.859 -1.869
H5 -0.330 -3.331 0.730
H6 2.482 1.233 -1.648
H7 3.279 2.842 -1.246
H8 0.917 -0.604 -0.140
C7 1.520 -2.330 1.701
H9 1.232 -2.914 2.631
H10 -1.155 2.427 0.828
H11 2.629 -2.564 1.506
C8 -2.196 -0.756 0.518
O4 -0.352 0.640 1.662
C9 2.328 2.234 -1.110
H12 -1.952 -0.924 -2.885
H13 1.268 -3.487 -0.173
H14 2.985 2.494 1.007
H15 -2.778 -1.645 0.956
H16 1.461 -1.219 1.929
O5 0.901 2.574 0.996
C10 0.287 -1.499 -0.487
C11 2.103 1.974 0.480
H17 0.729 2.424 -2.266
H18 -1.669 -2.211 -0.981
H19 -1.868 -0.489 2.711

Forces on the atoms, in the same order (eV/Å):
O 0.487 -1.475 -0.080
H -0.415 1.413 -0.415
H 0.816 -1.445 -0.258
O -0.107 1.248 -1.347
C 0.820 -0.168 -1.754
H -0.298 0.489 1.334
C -0.194 -2.669 -1.397
C 0.169 0.997 -0.743
C -0.885 0.326 0.534
C 1.120 0.314 0.230
C 1.168 0.687 1.927
F -0.810 0.408 1.372
H -1.223 -0.612 0.177
O -0.149 -3.364 2.564
H 1.071 0.856 -0.293
H -0.339 1.391 0.662
H -1.173 -0.804 0.227
H -1.107 -1.326 -0.560
C 0.219 -0.331 -0.039
H 0.291 0.773 -1.128
H 1.076 -0.927 -0.093
H -1.707 0.328 0.146
C 0.081 1.276 -0.349
O -0.373 0.105 -0.236
C 0.189 -0.149 0.144
H 0.021 1.012 1.397
H -1.289 1.136 0.634
H -1.506 -0.717 -0.614
H 0.658 1.437 -1.013
H -0.192 -1.400 -0.255
O -0.555 -2.167 -0.346
C 0.554 0.090 -0.113
C 1.468 0.413 0.020
H 0.394 0.623 0.481
H 0.677 1.366 0.538
H 1.042 0.868 -1.354

Atom charges from the natural (NBO) analysis, given in e for atoms 1 to 4: number 1, O, carries -0.7126; number 2, H, carries 0.1730; number 3, H, carries 0.2064; number 4, O, carries -0.5375

=====

Computed, not measured: a cluster of 2 separate species, C3H11N in total, with ωB97M-V/def2-TZVPD.

LUMO level ... 0.0417 Ha
Energy ... -4778.492 eV
HOMO-LUMO gap ... 10.19 eV
F_max ... 2.4 eV/A
HOMO energy ... -9.06 eV

Geometry (Å):
H1 -3.014 -0.652 0.216
H2 2.878 0.708 1.988
H3 -0.828 -0.488 0.827
C1 -1.034 0.215 0.004
C2 2.641 -0.022 1.144
H4 2.518 0.549 0.177
H5 -1.009 1.298 0.458
H6 -2.220 -0.818 -1.291
H7 1.632 -0.610 1.281
H8 3.453 -0.697 0.956
H9 -0.276 0.422 -1.995
H10 -2.929 0.677 -1.172
N1 0.067 0.202 -1.017
C3 -2.463 -0.126 -0.555
H11 0.584 -0.658 -1.021

Forces on the atoms, in the same order (eV/Å):
H -0.714 0.544 -0.089
H -0.491 -1.205 -1.092
H 0.247 0.279 -0.428
C -0.112 2.319 -0.059
C -1.941 0.841 -0.395
H -0.004 -0.363 1.164
H -0.229 -2.037 -0.591
H 0.112 -1.815 -1.342
H 2.109 1.204 0.097
H 0.404 -0.491 0.317
H 0.489 -0.519 1.775
H -0.068 -0.235 1.228
N -1.365 0.664 -0.711
C 1.618 1.150 0.281
H -0.056 -0.335 -0.155

Atom charges from the natural (NBO) analysis, given in e for atoms 1 to 4: number 1, H, carries 0.2165; number 2, H, carries 0.2188; number 3, H, carries 0.1901; number 4, C, carries -0.2116

=====

Q: The highest energy belongs to which entry?
A: C3H11N

=====

Q: energy of number 2 (C4H16N2O2)?
A: -11482.094 eV